The following is a DFT calculation (ωB97M-V/def2-TZVPD) of a 12-piece molecular cluster, C58H152N12O17 overall.

The value obtained for the LUMO energy is 0.39 eV. The orbital gap comes out at 8.398 eV. As for the electronic energy: -115285.893 eV. As for the net charge: 0. The spin multiplicity is 1. The relative energy (zero: lowest compared OMol25 entry of this formula, charge and spin) comes out at 69.9 kcal/mol. As for the structure (SMILES): COC[C@H](C)N.COC[C@H](C)N.COC[C@H](C)N.COC[C@H](C)N.COC[C@H](C)N.COC[C@H](C)N.COC[C@H](C)N.COCCNCCOC.COCCNCCOC.COCCNCCOC.COCCNCCOC.COCCNCCOC.

Each line ends with the Mulliken charge.
Element x y z (Å)
N: 5.86 7.86 2.77  0.187
H: 3.74 24.88 5.16  0.274
H: 10.95 10.88 0.77  0.231
H: 6.36 11.36 8.34  -1.138
H: 9.88 7.34 5.24  0.260
H: 8.03 3.15 10.65  0.296
H: 5.26 3.81 1.16  0.360
H: 8.81 5.69 10.37  0.183
H: 11.04 10.09 5.61  0.297
O: 10.49 5.13 9.24  -0.474
H: 6.87 11.68 12.92  0.327
H: 10.96 12.73 -0.79  0.341
H: 7.25 8.14 6.68  1.040
H: 3.15 8.09 1.90  0.627
C: 1.46 4.74 7.21  -1.271
H: 12.08 13.37 1.96  0.313
H: 6.60 23.53 3.29  0.389
N: 9.33 4.28 12.72  -0.776
H: 5.40 6.97 2.66  -0.070
H: 8.69 10.95 7.35  -0.239
H: 4.71 5.47 0.76  0.175
C: 5.25 8.81 1.93  0.998
H: 5.99 2.56 2.63  0.760
O: 5.71 12.43 5.55  0.382
C: 10.18 12.30 3.54  -0.547
H: 1.77 11.65 1.77  0.239
C: 0.84 2.88 5.73  -0.182
H: 6.99 0.38 11.71  0.298
C: 6.59 10.27 4.91  0.014
H: -0.13 7.80 11.25  0.322
H: 5.35 2.39 6.53  -0.305
H: 5.02 23.84 5.52  0.292
O: 4.96 5.07 2.77  -0.002
H: 0.77 9.60 9.79  0.461
C: 5.74 4.33 3.72  -0.603
H: 13.76 13.33 0.46  0.288
H: 10.38 6.16 10.98  0.304
C: 5.53 6.87 6.36  -0.054
C: 5.31 4.86 1.44  -0.998
H: 4.71 15.69 0.81  0.708
H: 3.02 5.26 5.81  -0.266
C: 5.51 21.64 3.48  -0.244
H: 5.60 23.24 1.95  0.290
H: 1.00 14.41 4.63  0.124
H: 6.99 9.90 3.97  0.900
O: 1.07 5.64 4.90  -0.377
C: 9.61 10.56 7.77  -0.158
H: 9.41 6.54 8.18  0.118
H: 5.87 -0.90 11.17  0.312
C: 5.81 18.62 3.68  -0.131
H: 2.69 12.80 6.61  1.143
N: 9.82 9.29 7.10  0.478
C: 0.66 14.03 5.59  -0.665
H: 9.35 11.42 9.65  0.539
C: 10.90 9.97 11.12  -0.864
H: 6.02 8.40 8.68  -0.204
H: 2.52 3.07 6.84  -0.056
H: 3.59 9.12 3.31  -0.134
C: 6.89 19.77 4.04  -0.844
H: 1.45 10.24 5.75  0.601
H: 13.77 11.81 0.99  0.246
O: 10.06 11.62 2.28  0.003
H: 2.12 4.97 8.04  0.214
H: 7.49 2.59 4.36  0.226
H: 6.63 2.72 8.27  0.281
H: 5.80 9.75 2.06  -0.008
H: 10.92 10.96 11.56  0.335
C: 5.85 11.56 4.48  -0.539
N: 1.54 3.30 6.92  -0.150
H: 2.18 5.44 3.13  0.210
H: 4.71 13.16 2.48  -0.682
H: 11.44 14.38 -0.29  0.385
H: 1.18 9.93 1.97  0.350
H: 0.70 6.31 11.26  0.277
C: 1.49 6.08 3.68  -0.375
H: 3.87 2.60 4.95  -0.059
H: 0.97 1.80 5.69  0.629
H: 5.51 12.60 10.90  0.357
O: -1.36 2.20 4.84  -0.392
C: 6.04 11.81 10.36  -1.231
H: 5.69 2.21 10.61  0.395
H: 4.82 11.36 4.17  -0.182
H: 5.47 10.89 10.49  0.382
H: 5.29 21.66 4.54  0.270
O: 4.52 23.88 3.48  -0.333
H: 2.98 17.02 1.52  0.360
H: 1.93 10.86 3.24  0.139
O: 1.26 7.58 9.65  -0.139
C: 7.09 13.35 8.62  -1.786
H: 6.92 14.32 9.08  0.363
N: 2.13 10.61 7.64  -0.334
H: 7.45 -0.84 10.55  0.300
H: 7.14 16.23 4.14  0.203
H: 6.63 6.76 8.71  0.452
H: 3.80 3.57 9.07  0.359
C: 4.26 2.24 4.00  -1.251
H: -0.05 2.58 3.22  0.151
C: 9.84 5.35 10.49  -0.584
C: 5.59 8.45 0.52  -1.913
C: 4.79 3.78 8.66  -0.803
H: 1.25 14.49 6.37  0.319
H: 6.90 7.66 5.05  0.609
H: 10.78 8.15 4.05  0.675
H: -0.99 4.12 5.57  0.320
H: 2.45 9.14 10.17  0.283
H: 3.51 2.46 3.24  0.390
C: 11.31 11.44 1.63  -0.931
C: 6.05 12.25 8.88  2.939
C: 5.63 23.11 3.03  -0.657
C: 9.58 10.43 9.25  -0.573
H: 9.49 3.39 13.17  0.262
C: 2.11 12.28 5.85  -0.918
H: 6.24 6.05 6.45  0.483
C: 12.43 6.54 5.29  -0.885
H: 10.47 8.75 7.65  0.134
C: 5.60 2.83 3.61  0.429
H: 6.77 10.15 12.13  0.351
H: -0.40 14.32 5.55  0.359
N: 6.77 20.95 3.20  -0.348
H: 5.56 14.41 6.05  0.718
H: 6.79 1.32 4.00  0.284
O: 5.77 17.64 4.65  -0.356
H: 1.29 3.26 4.81  -0.042
C: 5.72 7.35 8.72  -1.038
C: 4.66 15.07 1.70  -1.174
H: 6.49 12.00 3.72  0.496
C: 10.17 9.45 5.72  -0.042
H: 6.57 12.32 0.66  0.348
C: 6.44 8.06 5.96  -2.631
C: 2.30 10.78 6.17  0.040
H: 4.11 11.83 8.43  0.295
H: 5.42 15.53 2.34  -0.048
H: 0.61 6.38 3.11  0.444
O: 7.33 11.63 10.89  -0.110
H: 5.25 0.94 7.18  0.315
H: 9.38 9.69 5.00  -0.050
H: 4.85 19.12 3.72  0.186
O: 3.30 10.23 1.71  -0.315
H: 6.42 13.89 -0.07  0.431
H: 6.82 20.01 5.10  0.309
H: 2.07 6.99 3.81  -0.225
H: 9.83 4.96 13.27  0.250
H: 3.23 10.44 5.73  -0.500
H: 12.52 6.52 4.20  0.307
H: 5.05 7.57 0.16  0.300
H: 2.02 6.64 6.34  -0.239
H: 10.95 7.16 8.81  0.323
H: 5.70 8.12 3.73  -0.365
N: 13.25 12.46 0.42  -0.726
O: 0.75 12.60 5.70  -0.501
C: 11.94 12.74 1.08  0.550
H: 9.56 2.65 9.83  0.352
H: 10.38 11.31 7.56  0.326
C: 6.97 16.95 4.95  -0.534
H: 2.58 12.44 4.88  -0.094
H: 11.79 9.41 11.40  0.349
O: 4.86 7.03 7.59  0.430
C: 11.06 13.42 0.05  -1.158
H: 4.77 6.67 5.59  -0.177
H: 10.04 13.59 0.40  0.080
C: 2.00 9.15 7.99  -0.023
C: 7.36 11.06 12.17  -0.866
C: 10.64 8.11 5.13  -1.063
H: 4.66 21.14 3.01  0.145
H: 6.35 5.14 1.31  0.395
C: 3.72 8.96 2.24  -0.181
N: 4.95 1.90 7.31  -0.433
H: 6.66 8.30 0.40  0.442
C: 4.69 24.54 4.75  -0.699
N: 3.97 13.00 0.57  -0.845
C: 6.30 13.36 0.87  -1.768
H: 4.32 14.06 4.93  0.029
H: 10.96 11.89 4.19  0.387
C: 6.63 -0.19 10.85  -0.823
H: 12.06 10.89 2.20  0.389
O: 3.42 15.18 2.34  -0.100
H: 8.08 13.17 9.05  0.341
O: 6.42 0.54 9.62  -0.330
H: 4.74 12.75 7.43  -0.141
H: 5.26 9.18 -0.23  0.419
N: 4.76 12.60 8.43  -0.620
H: 4.01 12.01 0.74  0.201
C: 10.43 6.27 8.45  0.013
H: 4.43 1.25 9.89  0.508
H: 11.95 5.61 5.58  0.302
H: 8.37 10.84 12.52  0.185
N: 5.71 9.33 5.62  1.302
H: 3.47 17.00 3.22  0.167
C: -1.10 2.44 3.46  -0.571
H: 5.84 14.19 4.29  0.399
H: 5.19 7.16 9.66  0.392
H: 1.58 7.75 11.70  0.337
C: 9.09 2.92 10.77  -1.487
H: 7.43 10.61 5.53  -1.354
N: 6.58 2.18 4.50  -0.689
H: 1.87 16.37 2.88  0.240
C: 2.01 5.60 6.02  1.416
H: 5.27 4.45 9.37  0.608
H: 3.04 13.32 0.82  0.411
H: 7.83 17.61 4.99  0.346
H: 10.95 3.84 11.59  0.374
C: 5.46 1.58 9.75  -1.071
O: 10.79 10.02 9.68  -0.437
H: 5.48 9.72 6.52  -0.105
H: 10.30 13.37 3.36  0.451
H: 2.94 8.66 7.71  -0.225
H: 8.76 9.75 9.48  0.143
H: -1.00 2.71 6.70  0.248
H: 7.34 13.60 7.59  0.315
H: 0.40 4.79 7.43  0.514
C: 5.58 2.49 8.46  0.554
C: 4.90 13.58 1.50  2.298
H: 7.89 19.39 3.80  0.544
H: 4.75 4.36 7.74  -0.279
C: 1.60 8.95 9.52  -0.612
H: 5.34 25.41 4.71  0.265
H: 10.07 9.42 11.58  0.264
H: 9.10 2.03 11.40  0.452
H: 7.05 13.67 1.60  0.293
H: 5.94 18.28 2.65  0.273
C: 5.35 13.79 5.17  -1.188
H: 13.47 6.43 5.58  0.282
H: 6.80 4.55 3.60  0.488
H: 5.52 4.75 4.70  -0.506
C: 1.97 10.66 2.17  -0.670
C: -0.68 3.08 5.73  -0.546
H: -1.61 3.29 3.01  0.281
H: 4.40 1.16 4.08  0.469
C: 0.83 7.36 11.01  -0.903
C: 9.91 4.09 11.39  0.503
H: 7.58 21.55 3.23  0.259
H: 1.36 11.20 7.93  0.326
H: 1.28 8.59 7.39  0.229
H: 10.97 6.04 7.53  -0.104
O: 11.87 7.73 5.82  -0.394
C: 2.88 16.48 2.47  -0.804
H: 7.00 16.27 5.80  0.139
H: 9.29 12.13 4.13  -0.225
H: -1.44 1.61 2.84  0.283